one:
{"formula": "C48H45BaN7OPS3", "method": "ωB97M-V/def2-TZVPD", "species": ["Ba", "C", "C", "C", "N", "C", "C", "C", "C", "C", "C", "C", "N", "C", "C", "C", "N", "C", "C", "C", "C", "C", "C", "C", "N", "C", "C", "H", "H", "H", "H", "H", "H", "H", "H", "H", "H", "H", "H", "H", "H", "H", "H", "H", "H", "H", "H", "H", "H", "H", "H", "H", "H", "C", "C", "C", "C", "C", "C", "P", "C", "C", "C", "C", "C", "C", "C", "C", "C", "C", "C", "C", "H", "H", "H", "H", "H", "H", "H", "H", "H", "H", "H", "H", "H", "H", "O", "N", "S", "C", "S", "C", "N", "N", "C", "C", "C", "C", "C", "C", "S", "H", "H", "H", "H", "H"], "xyz": [[-1.062, -0.287, 0.168], [-4.429, 2.772, 1.582], [-3.245, 2.292, 2.454], [-1.816, 2.619, 1.935], [-1.010, 1.411, 2.099], [-0.087, 1.272, 3.006], [0.544, 2.355, 3.710], [1.135, 2.380, 4.944], [1.254, 1.374, 5.916], [0.962, 0.044, 5.700], [0.638, -0.642, 4.532], [0.390, -0.165, 3.221], [0.401, -0.897, 2.135], [0.834, -2.291, 2.167], [-0.331, -3.288, 2.424], [-1.232, -3.617, 1.200], [-2.120, -2.533, 0.765], [-3.369, -2.505, 1.141], [-3.919, -3.362, 2.150], [-5.218, -3.773, 2.362], [-6.362, -3.584, 1.593], [-6.425, -2.759, 0.476], [-5.541, -1.808, 0.006], [-4.251, -1.420, 0.496], [-3.700, -0.246, 0.346], [-4.467, 0.877, -0.194], [-5.228, 1.647, 0.900], [-4.060, 3.452, 0.805], [-5.125, 3.356, 2.190], [-3.296, 1.205, 2.536], [-3.341, 2.687, 3.466], [-1.405, 3.472, 2.480], [-1.870, 2.888, 0.873], [0.543, 3.291, 3.165], [1.524, 3.355, 5.227], [1.618, 1.661, 6.895], [1.066, -0.601, 6.569], [0.558, -1.717, 4.642], [1.614, -2.435, 2.924], [1.283, -2.543, 1.196], [-0.951, -2.895, 3.235], [0.099, -4.238, 2.761], [-1.817, -4.517, 1.417], [-0.567, -3.856, 0.363], [-3.189, -3.742, 2.854], [-5.341, -4.410, 3.234], [-7.257, -4.124, 1.873], [-7.352, -2.813, -0.091], [-5.890, -1.241, -0.848], [-5.171, 0.549, -0.963], [-3.773, 1.574, -0.677], [-5.568, 0.928, 1.651], [-6.123, 2.082, 0.446], [2.257, -4.896, -0.449], [3.146, -3.826, -0.456], [2.916, -2.738, -1.281], [1.795, -2.708, -2.118], [0.903, -3.775, -2.092], [1.136, -4.868, -1.262], [1.678, -1.221, -3.174], [2.891, -1.593, -4.490], [3.272, -2.870, -4.902], [4.244, -3.038, -5.876], [4.856, -1.924, -6.442], [4.490, -0.650, -6.038], [3.513, -0.486, -5.063], [0.062, -1.572, -4.069], [-0.069, -2.299, -5.252], [-1.307, -2.426, -5.864], [-2.448, -1.812, -5.347], [-2.336, -1.057, -4.193], [-1.094, -0.975, -3.588], [2.433, -5.741, 0.205], [4.011, -3.831, 0.194], [3.600, -1.896, -1.268], [0.016, -3.768, -2.714], [0.434, -5.692, -1.250], [2.814, -3.743, -4.447], [4.532, -4.034, -6.187], [5.631, -2.055, -7.187], [4.973, 0.219, -6.464], [3.241, 0.511, -4.736], [0.804, -2.759, -5.697], [-1.389, -3.022, -6.766], [-3.405, -1.921, -5.838], [-3.185, -0.561, -3.742], [-1.858, 0.392, -1.982], [-0.924, -0.281, -2.329], [3.334, 6.462, -2.443], [3.184, 5.168, -1.353], [2.602, 3.651, -1.898], [2.677, 2.959, -0.324], [3.107, 3.801, 0.573], [3.399, 5.043, -0.027], [3.907, 6.002, 0.915], [4.504, 7.192, 0.518], [4.992, 8.068, 1.482], [4.894, 7.777, 2.831], [4.299, 6.582, 3.215], [3.808, 5.696, 2.272], [2.215, 1.307, -0.092], [4.587, 7.429, -0.527], [5.455, 8.991, 1.154], [5.277, 8.465, 3.574], [4.212, 6.326, 4.263], [3.354, 4.765, 2.573]], "lowdin_charge": [1.92, -0.20, -0.17, -0.22, -0.17, -0.25, -0.04, -0.12, -0.15, -0.13, -0.05, -0.27, -0.20, -0.24, -0.16, -0.24, -0.17, -0.26, -0.05, -0.12, -0.15, -0.13, -0.05, -0.26, -0.12, -0.24, -0.19, 0.10, 0.10, 0.09, 0.11, 0.10, 0.10, 0.09, 0.09, 0.08, 0.09, 0.08, 0.11, 0.09, 0.10, 0.10, 0.10, 0.08, 0.09, 0.10, 0.08, 0.09, 0.08, 0.09, 0.09, 0.11, 0.10, -0.09, -0.08, -0.10, -0.38, -0.09, -0.10, 1.12, -0.39, -0.10, -0.09, -0.09, -0.08, -0.10, -0.28, -0.06, -0.06, -0.06, 0.00, -0.25, 0.10, 0.11, 0.11, 0.10, 0.11, 0.11, 0.10, 0.10, 0.10, 0.10, 0.10, 0.11, 0.11, 0.12, -0.24, -0.18, 0.48, -1.10, 0.92, -1.20, 0.00, -0.14, -0.18, -0.05, -0.10, -0.11, -0.09, -0.02, 0.37, 0.02, 0.10, 0.09, 0.10, 0.10], "gap_ha": 0.138, "e_homo_ev": -3.884, "charge": -1}

two:
{"formula": "C48H45BaN7OPS3", "method": "ωB97M-V/def2-TZVPD", "species": ["Ba", "C", "C", "C", "N", "C", "C", "C", "C", "C", "C", "C", "N", "C", "C", "C", "N", "C", "C", "C", "C", "C", "C", "C", "N", "C", "C", "H", "H", "H", "H", "H", "H", "H", "H", "H", "H", "H", "H", "H", "H", "H", "H", "H", "H", "H", "H", "H", "H", "H", "H", "H", "H", "C", "C", "C", "C", "C", "C", "P", "C", "C", "C", "C", "C", "C", "C", "C", "C", "C", "C", "C", "H", "H", "H", "H", "H", "H", "H", "H", "H", "H", "H", "H", "H", "H", "O", "N", "S", "C", "S", "C", "N", "N", "C", "C", "C", "C", "C", "C", "S", "H", "H", "H", "H", "H"], "xyz": [[-0.061, -0.643, -0.085], [-3.238, -2.858, -2.363], [-1.847, -3.444, -2.016], [-0.626, -2.680, -2.609], [0.372, -2.535, -1.552], [1.504, -3.165, -1.538], [2.121, -3.801, -2.677], [3.030, -4.827, -2.734], [3.585, -5.598, -1.702], [3.455, -5.324, -0.353], [2.913, -4.221, 0.302], [2.229, -3.079, -0.209], [2.045, -1.953, 0.440], [2.702, -1.747, 1.722], [1.833, -2.189, 2.918], [0.679, -1.228, 3.271], [-0.427, -1.193, 2.318], [-1.494, -1.919, 2.550], [-1.546, -2.996, 3.493], [-2.618, -3.543, 4.179], [-3.944, -3.133, 4.231], [-4.502, -2.153, 3.409], [-3.992, -1.533, 2.288], [-2.696, -1.607, 1.671], [-2.414, -1.282, 0.446], [-3.470, -1.031, -0.534], [-4.031, -2.321, -1.162], [-3.848, -3.615, -2.859], [-3.124, -2.046, -3.089], [-1.789, -4.489, -2.326], [-1.725, -3.443, -0.930], [-0.945, -1.682, -2.933], [-0.248, -3.203, -3.489], [1.795, -3.403, -3.631], [3.318, -5.121, -3.740], [4.161, -6.471, -1.984], [3.903, -6.059, 0.311], [3.028, -4.233, 1.379], [2.912, -0.673, 1.822], [3.665, -2.270, 1.766], [2.474, -2.282, 3.802], [1.421, -3.179, 2.699], [1.093, -0.210, 3.316], [0.311, -1.472, 4.275], [-0.583, -3.446, 3.702], [-2.359, -4.373, 4.831], [-4.590, -3.604, 4.962], [-5.529, -1.885, 3.639], [-4.684, -0.874, 1.777], [-3.048, -0.408, -1.339], [-4.295, -0.460, -0.099], [-5.053, -2.118, -1.494], [-4.093, -3.085, -0.379], [5.565, 1.991, 1.814], [4.920, 1.780, 3.027], [3.555, 2.007, 3.134], [2.826, 2.432, 2.022], [3.474, 2.625, 0.806], [4.843, 2.419, 0.706], [1.031, 2.582, 2.162], [0.865, 3.565, 3.702], [-0.234, 3.298, 4.517], [-0.461, 4.052, 5.664], [0.412, 5.076, 6.002], [1.516, 5.344, 5.198], [1.746, 4.591, 4.055], [0.286, 3.643, 0.993], [-0.213, 4.953, 1.196], [-0.852, 5.591, 0.172], [-1.059, 4.964, -1.089], [-0.665, 3.682, -1.306], [0.001, 3.011, -0.244], [6.629, 1.811, 1.729], [5.475, 1.419, 3.884], [3.052, 1.846, 4.081], [2.910, 2.932, -0.067], [5.343, 2.578, -0.241], [-0.917, 2.499, 4.249], [-1.316, 3.836, 6.292], [0.236, 5.665, 6.893], [2.199, 6.142, 5.464], [2.607, 4.806, 3.432], [-0.079, 5.446, 2.149], [-1.210, 6.603, 0.324], [-1.557, 5.508, -1.881], [-0.835, 3.152, -2.242], [0.975, 1.290, 0.672], [0.242, 1.685, -0.312], [-5.101, -1.363, -6.767], [-4.102, -0.399, -5.832], [-2.437, -0.726, -5.548], [-2.267, 0.654, -4.471], [-3.386, 1.312, -4.358], [-4.389, 0.720, -5.136], [-5.673, 1.334, -5.024], [-6.493, 1.483, -6.130], [-7.735, 2.085, -5.981], [-8.156, 2.545, -4.740], [-7.317, 2.404, -3.640], [-6.076, 1.801, -3.779], [-0.757, 1.005, -3.743], [-6.162, 1.126, -7.096], [-8.376, 2.196, -6.847], [-9.127, 3.012, -4.631], [-7.631, 2.758, -2.666], [-5.405, 1.693, -2.937]], "lowdin_charge": [2.08, -0.19, -0.16, -0.23, -0.22, -0.25, -0.04, -0.12, -0.15, -0.13, -0.05, -0.26, -0.16, -0.25, -0.17, -0.25, -0.17, -0.26, -0.05, -0.12, -0.15, -0.12, -0.04, -0.27, -0.19, -0.23, -0.18, 0.10, 0.07, 0.10, 0.09, 0.03, 0.10, 0.09, 0.09, 0.08, 0.09, 0.08, 0.09, 0.10, 0.11, 0.10, 0.08, 0.11, 0.09, 0.09, 0.08, 0.09, 0.09, 0.10, 0.09, 0.11, 0.11, -0.08, -0.08, -0.10, -0.33, -0.06, -0.07, 1.13, -0.36, -0.08, -0.08, -0.09, -0.08, -0.10, -0.23, -0.06, -0.06, -0.06, 0.00, -0.26, 0.10, 0.10, 0.11, 0.11, 0.11, 0.11, 0.10, 0.10, 0.10, 0.11, 0.10, 0.10, 0.11, 0.04, -0.53, -0.22, 0.51, -1.13, 0.94, -1.17, 0.01, -0.16, -0.22, -0.05, -0.09, -0.11, -0.09, -0.02, 0.45, 0.08, 0.10, 0.09, 0.10, 0.11], "gap_ha": 0.152, "e_homo_ev": -4.084, "charge": -1}

three:
{"formula": "C48H45BaN7OPS3", "method": "ωB97M-V/def2-TZVPD", "species": ["Ba", "C", "C", "C", "N", "C", "C", "C", "C", "C", "C", "C", "N", "C", "C", "C", "N", "C", "C", "C", "C", "C", "C", "C", "N", "C", "C", "H", "H", "H", "H", "H", "H", "H", "H", "H", "H", "H", "H", "H", "H", "H", "H", "H", "H", "H", "H", "H", "H", "H", "H", "H", "H", "C", "C", "C", "C", "C", "C", "P", "C", "C", "C", "C", "C", "C", "C", "C", "C", "C", "C", "C", "H", "H", "H", "H", "H", "H", "H", "H", "H", "H", "H", "H", "H", "H", "O", "N", "S", "C", "S", "C", "N", "N", "C", "C", "C", "C", "C", "C", "S", "H", "H", "H", "H", "H"], "xyz": [[-0.314, 0.498, 0.328], [-0.138, 0.124, 5.060], [-1.290, -0.441, 4.204], [-0.919, -1.541, 3.171], [-1.631, -1.241, 1.946], [-2.645, -1.915, 1.501], [-2.969, -3.257, 1.896], [-4.166, -3.928, 1.929], [-5.446, -3.483, 1.591], [-5.724, -2.271, 0.979], [-4.870, -1.310, 0.464], [-3.442, -1.224, 0.435], [-2.768, -0.459, -0.370], [-3.400, 0.354, -1.376], [-3.783, 1.774, -0.900], [-2.701, 2.876, -0.866], [-1.719, 2.814, 0.204], [-1.881, 3.490, 1.305], [-3.082, 4.209, 1.625], [-3.298, 5.304, 2.435], [-2.385, 6.074, 3.148], [-1.036, 5.764, 3.295], [-0.348, 4.620, 2.950], [-0.778, 3.401, 2.322], [-0.226, 2.232, 2.473], [0.785, 1.996, 3.494], [0.165, 1.614, 4.852], [0.777, -0.457, 4.899], [-0.378, -0.007, 6.119], [-1.757, 0.374, 3.650], [-2.068, -0.848, 4.853], [-1.164, -2.521, 3.590], [0.163, -1.510, 2.982], [-2.112, -3.804, 2.269], [-4.109, -4.942, 2.317], [-6.282, -4.134, 1.817], [-6.780, -2.058, 0.832], [-5.366, -0.484, -0.033], [-4.315, -0.102, -1.779], [-2.700, 0.453, -2.214], [-4.262, 1.702, 0.082], [-4.550, 2.141, -1.592], [-3.239, 3.832, -0.859], [-2.141, 2.834, -1.811], [-3.962, 3.837, 1.114], [-4.329, 5.645, 2.471], [-2.748, 6.977, 3.623], [-0.440, 6.509, 3.816], [0.683, 4.598, 3.284], [1.447, 2.854, 3.643], [1.411, 1.161, 3.154], [-0.749, 2.200, 4.986], [0.854, 1.928, 5.644], [-1.578, 1.540, -4.753], [-1.233, 0.195, -4.700], [0.024, -0.184, -4.256], [0.958, 0.783, -3.883], [0.594, 2.128, -3.905], [-0.670, 2.504, -4.342], [2.631, 0.171, -3.459], [3.396, 0.156, -5.141], [2.943, 0.913, -6.222], [3.582, 0.837, -7.451], [4.684, 0.006, -7.617], [5.137, -0.757, -6.551], [4.490, -0.687, -5.324], [3.420, 1.713, -2.777], [4.264, 2.558, -3.483], [4.932, 3.593, -2.837], [4.785, 3.791, -1.469], [3.961, 2.951, -0.745], [3.282, 1.934, -1.403], [-2.566, 1.834, -5.085], [-1.954, -0.563, -4.980], [0.282, -1.234, -4.179], [1.305, 2.889, -3.603], [-0.943, 3.552, -4.359], [2.080, 1.557, -6.105], [3.218, 1.427, -8.283], [5.180, -0.054, -8.578], [5.986, -1.417, -6.678], [4.830, -1.298, -4.495], [4.417, 2.404, -4.543], [5.574, 4.252, -3.409], [5.307, 4.600, -0.976], [3.807, 3.084, 0.317], [2.477, 1.085, 0.475], [2.353, 1.088, -0.729], [4.564, -4.073, 2.094], [3.112, -3.895, 1.297], [2.899, -2.697, 0.070], [1.195, -3.119, -0.133], [0.857, -4.094, 0.652], [1.924, -4.537, 1.432], [1.586, -5.607, 2.322], [2.542, -6.416, 2.928], [2.139, -7.439, 3.779], [0.800, -7.672, 4.034], [-0.151, -6.872, 3.414], [0.233, -5.851, 2.563], [0.199, -2.270, -1.219], [3.588, -6.250, 2.742], [2.896, -8.058, 4.243], [0.498, -8.470, 4.701], [-1.206, -7.041, 3.590], [-0.505, -5.245, 2.064]], "lowdin_charge": [1.68, -0.21, -0.17, -0.24, -0.13, -0.26, -0.04, -0.12, -0.16, -0.13, -0.05, -0.27, -0.12, -0.26, -0.17, -0.26, -0.13, -0.27, -0.05, -0.13, -0.15, -0.13, -0.05, -0.27, -0.11, -0.25, -0.19, 0.10, 0.10, 0.09, 0.11, 0.10, 0.10, 0.07, 0.09, 0.08, 0.09, 0.08, 0.10, 0.09, 0.11, 0.11, 0.10, 0.09, 0.09, 0.09, 0.08, 0.09, 0.08, 0.09, 0.10, 0.12, 0.10, -0.09, -0.08, -0.11, -0.40, -0.10, -0.09, 1.12, -0.39, -0.09, -0.09, -0.10, -0.09, -0.11, -0.30, -0.07, -0.06, -0.07, 0.00, -0.26, 0.10, 0.11, 0.09, 0.10, 0.10, 0.10, 0.10, 0.10, 0.10, 0.10, 0.10, 0.11, 0.11, 0.12, -0.11, -0.08, 0.53, -1.11, 0.91, -1.18, 0.00, -0.14, -0.18, -0.05, -0.09, -0.11, -0.09, -0.02, 0.38, 0.03, 0.10, 0.09, 0.10, 0.08], "gap_ha": 0.145, "e_homo_ev": -3.790, "charge": -1}

Compare the structures above. Which one is the most stable? three is.